Record 1
Computed, not measured: C25H61F6N5O30P4 as an isolated structure at a distorted geometry, with ωB97M-V/def2-TZVPD.

Geometry (Å):
C: 3.64885 0.46587 0.25837
N: 4.74025 -0.55863 0.10482
O: 5.00402 -0.85465 -1.03670
O: 5.21873 -1.13409 1.07597
H: 3.30953 0.95186 -0.65639
H: 4.16182 1.22230 0.85230
H: 2.87884 -0.00324 0.87082
C: 2.26286 -3.83363 4.86507
N: 1.61552 -4.56090 3.79557
O: 1.94559 -5.66686 3.32398
O: 0.45349 -4.08592 3.50915
H: 2.28438 -2.79624 4.53119
H: 3.28296 -4.08717 5.15354
H: 1.59243 -3.95186 5.71633
C: 2.79805 2.48372 3.76793
N: 2.95994 1.16368 3.25321
O: 2.23481 0.31164 3.80907
O: 3.66103 1.04832 2.28838
H: 1.92090 2.41837 4.41168
H: 2.55282 3.07237 2.88394
H: 3.64709 3.00653 4.20828
C: 0.18341 -4.10664 0.46446
N: -0.64320 -5.19515 0.99833
O: -1.67294 -4.91708 1.53244
O: -0.31255 -6.34742 0.74129
H: 0.63929 -4.48380 -0.45098
H: 1.01753 -3.80829 1.09956
H: -0.40713 -3.25267 0.13267
C: 4.47332 -5.39549 1.92925
N: 3.90146 -4.11490 1.30018
O: 4.52861 -3.05641 1.37951
O: 2.78660 -4.04815 0.72834
H: 3.76573 -6.15358 1.59350
H: 4.54113 -5.37660 3.01698
H: 5.41855 -5.42706 1.38737
C: -2.41282 3.97596 -3.94257
O: -1.26223 3.25573 -4.27130
P: -1.38590 1.89281 -5.12829
O: -0.64184 1.80299 -6.40093
O: -0.88494 0.76781 -4.07817
C: -1.14281 1.00516 -2.66097
O: -2.98639 1.58058 -5.28486
C: -3.74397 0.49200 -4.85227
H: -3.35489 3.43302 -3.86625
H: -2.48389 4.89523 -4.52394
H: -1.97330 4.46902 -3.07550
H: -1.78363 1.85612 -2.43005
H: -0.20758 1.00796 -2.10109
H: -1.72311 0.22856 -2.16273
H: -4.55028 0.93364 -4.26669
H: -3.14227 -0.12136 -4.18155
H: -4.25011 0.06034 -5.71574
C: -3.05149 5.88306 2.47529
O: -3.44678 4.65343 1.85196
P: -3.84976 3.39225 2.77150
O: -4.34664 2.20941 2.02539
O: -2.45785 3.06321 3.59317
C: -1.39850 2.30460 3.11634
O: -4.81041 3.99143 3.92575
C: -6.24762 3.75379 3.95670
H: -3.78818 6.68568 2.50999
H: -2.14597 6.26560 2.00433
H: -2.81465 5.73122 3.52836
H: -1.60387 1.87716 2.13491
H: -1.15353 1.54518 3.85889
H: -0.54416 2.97773 3.04506
H: -6.64280 3.64460 2.94675
H: -6.58462 4.72119 4.32908
H: -6.38382 2.96634 4.69796
C: 0.10632 0.78296 2.54208
O: -0.38892 -0.20225 1.62533
P: 0.57654 -0.99359 0.49694
O: 1.34995 0.05850 -0.13072
O: 1.33174 -2.19768 1.25465
C: 2.38101 -1.99697 2.25222
O: -0.43110 -1.84651 -0.43633
C: -0.68886 -1.44594 -1.81846
H: -0.06689 0.49150 3.57802
H: -0.51878 1.65529 2.35125
H: 1.14883 1.00315 2.31236
H: 2.62471 -0.96079 2.48680
H: 3.23546 -2.51148 1.81256
H: 1.87971 -2.58275 3.02271
H: -1.73850 -1.35520 -2.09796
H: -0.15059 -2.10044 -2.50403
H: -0.29798 -0.43521 -1.93573
C: 4.09575 0.42088 -4.85905
O: 3.07908 -0.56698 -4.68157
P: 1.52190 -0.00962 -4.80428
O: 1.21670 0.69075 -6.10056
O: 0.58818 -1.30906 -4.48098
C: -0.71857 -1.29602 -4.92451
O: 1.45764 0.90524 -3.46110
C: 1.75475 0.34025 -2.25057
H: 5.08669 0.14586 -4.49778
H: 3.73495 1.28872 -4.30695
H: 4.19227 0.63319 -5.92378
H: -0.87580 -0.38799 -5.50665
H: -1.46393 -1.20400 -4.13453
H: -0.95318 -2.14356 -5.56849
H: 0.97376 0.51587 -1.51078
H: 2.65197 0.78776 -1.82294
H: 1.88554 -0.74183 -2.23987
C: -3.87587 -5.80159 -1.63703
C: -3.81229 -4.37397 -2.27485
O: -4.07489 -3.31964 -1.37499
C: -3.02588 -2.83197 -0.66985
O: -1.87890 -3.21821 -0.78339
C: -3.35699 -1.62869 0.14807
F: -3.83447 -2.04361 1.32190
F: -2.21333 -0.96101 0.39080
F: -4.25367 -0.92946 -0.56885
H: -3.78697 -6.56407 -2.41087
H: -4.76053 -5.93609 -1.01464
H: -2.94813 -5.86011 -1.06784
H: -4.53823 -4.36201 -3.08784
H: -2.90912 -4.22783 -2.86733
C: 0.94656 2.45520 -0.79570
C: 0.59698 2.96153 0.61641
O: 1.59630 3.84527 1.03879
C: 1.36354 4.47109 2.20457
O: 0.32702 4.29927 2.92871
C: 2.57327 5.31842 2.65636
F: 2.34901 6.61808 2.65877
F: 2.80222 5.02861 3.98591
F: 3.64832 4.97294 1.99547
H: 1.93069 1.98908 -0.84369
H: 1.10338 3.15175 -1.61931
H: 0.13532 1.83627 -1.17900
H: 0.50796 2.12001 1.30343
H: -0.38477 3.42902 0.54076

Computed properties:
Energy above the lowest of the compared OMol25 structures with the same formula, charge and spin   518.8 kcal/mol
2S+1   1
LUMO energy   -1.05 eV
HOMO   -9.04 eV
Net charge   0
Frontier orbital gap   7.99 eV



Record 2
Computed, not measured: a 10-piece molecular cluster, C25H62BNO25 overall at a distorted geometry, with ωB97M-V/def2-TZVPD.

Geometry (Å):
C: -0.35616 -1.52639 -0.31079
N: 0.47105 -0.37219 0.14445
C: -0.39357 0.84337 0.12347
C: 0.79999 -0.57709 1.53964
C: 1.72455 -0.24037 -0.63618
C: 1.49887 0.05830 -2.15465
O: 2.67099 0.45917 -2.77367
H: -1.28374 -1.69787 0.24555
H: 0.03146 -2.68216 -0.35726
H: -0.66109 -1.49493 -1.33698
H: -0.50161 1.17978 -0.98080
H: 0.07431 1.65555 0.55200
H: -1.28006 0.55194 0.52582
H: -0.01877 -0.93420 2.10245
H: 1.16479 0.39350 1.80244
H: 1.43697 -1.30778 2.05918
H: 2.45704 -1.09780 -0.54926
H: 2.26264 0.77127 -0.09137
H: 0.64872 0.78275 -2.30971
H: 1.24407 -0.87086 -2.59782
H: 2.62155 1.42538 -2.98310
O: -1.59859 5.69618 1.89901
C: -0.55697 5.30232 1.45922
O: -0.10747 5.48514 0.29182
B: 1.10544 4.63119 0.17039
O: 1.17768 3.97770 1.44939
C: 0.39559 4.45774 2.26910
O: 0.21472 4.16945 3.45581
O: 2.34605 5.42189 -0.07534
C: 2.91385 4.79935 -1.04310
O: 3.94605 5.28820 -1.58529
C: 2.14234 3.83895 -1.60730
O: 1.09829 3.76063 -0.97738
O: 2.38720 3.15537 -2.55966
C: -3.17160 -4.50500 0.65936
C: -3.86805 -3.20107 0.11165
O: -3.98035 -2.34944 1.27717
O: -3.01188 -5.34671 -0.44254
H: -3.77882 -5.00171 1.33604
H: -2.24372 -4.14179 1.02232
H: -4.98260 -3.19208 0.03544
H: -3.61622 -2.88874 -0.81409
H: -4.35977 -2.91414 1.96315
H: -3.84979 -5.60128 -0.64154
C: -3.29274 0.98981 2.55208
C: -2.66231 2.43372 2.74231
O: -2.14308 2.78342 4.04614
O: -3.58067 0.64470 1.26007
H: -4.08850 1.07377 3.19880
H: -2.67116 0.31505 2.71794
H: -3.42532 2.91678 2.12918
H: -1.95578 2.58990 2.14024
H: -1.18819 3.07236 4.17743
H: -4.10470 -0.24138 1.35914
C: -3.84529 2.80250 -1.43504
C: -4.60982 3.36170 -2.54351
O: -5.67348 4.00128 -2.03626
O: -2.58324 2.39342 -1.77962
H: -4.32524 2.14539 -0.72883
H: -3.54269 3.48633 -0.86423
H: -4.91480 2.34627 -3.22385
H: -3.95246 4.16517 -3.04158
H: -6.58644 3.51012 -1.87494
H: -2.67671 1.56063 -2.10318
C: -3.54900 -0.78026 -2.76788
C: -3.60797 -2.11089 -3.44633
O: -4.79702 -2.80477 -3.32673
O: -2.24361 -0.17948 -2.77617
H: -3.73809 -1.01832 -1.55546
H: -4.27886 -0.15115 -3.09161
H: -2.82354 -2.78985 -3.26521
H: -3.50896 -1.71608 -4.48796
H: -5.46615 -2.26747 -3.22938
H: -1.74915 -0.58236 -3.34914
C: 1.64730 1.90029 -5.77791
C: 3.01861 2.48845 -6.05390
O: 3.16062 3.75635 -5.42081
O: 1.41852 0.85211 -6.73451
H: 0.90240 2.48370 -5.94841
H: 1.55953 1.53495 -4.91029
H: 3.05689 2.72439 -7.11913
H: 3.98205 1.79667 -5.77029
H: 3.69894 4.48723 -6.01237
H: 2.10804 0.29097 -7.00529
C: 4.40007 0.27355 2.41536
C: 5.25835 -0.48562 1.43165
O: 5.78279 -1.71049 1.96820
O: 3.85430 1.31006 1.63359
H: 5.17855 0.82182 3.29854
H: 3.72237 -0.36746 2.88724
H: 6.06064 0.14989 1.09748
H: 4.48913 -0.48600 0.77206
H: 6.28956 -1.66409 2.80915
H: 4.44401 2.08375 1.86448
C: 1.23159 -4.67141 1.67774
C: 0.96135 -5.32492 0.19586
O: 2.15488 -6.06454 -0.06162
O: 0.02152 -4.02049 2.11967
H: 1.97626 -3.96037 1.74417
H: 1.44047 -5.34545 2.55485
H: 0.86274 -4.83207 -0.50287
H: 0.22118 -5.95233 0.23361
H: 2.94847 -5.42129 0.10755
H: -0.07543 -3.99786 3.16992
C: 2.17953 -1.80271 5.40031
C: 3.62468 -2.25020 5.51321
O: 3.78274 -3.28285 6.50993
O: 1.88166 -0.95088 4.34658
H: 1.94510 -1.10903 6.37737
H: 1.64781 -2.91685 5.50043
H: 4.33382 -1.46909 5.53892
H: 3.83343 -2.75850 4.49034
H: 3.49900 -4.18061 6.00156
H: 1.86812 -0.04090 4.59423

Computed properties:
Energy above the lowest of the compared OMol25 structures with the same formula, charge and spin   105.2 kcal/mol
2S+1   1
LUMO energy   -0.45 eV
HOMO   -9.40 eV
Net charge   0
Frontier orbital gap   8.95 eV



Question: Which formula does entry 1 have?
Answer: C25H61F6N5O30P4